Entry from the Open Molecules 2025 dataset: C58H64Cl4N3O5RuS2SbSi as an isolated structure (ωB97M-V with the def2-TZVPD basis set).

Results
* ΔE to the lowest compared entry with this formula, charge and spin: 0.00 kJ/mol
* net charge: -1
* ⟨S²⟩: 8.777
* spin multiplicity: 6

XYZ file:
```
139
Properties=species:S:1:pos:R:3:forces:R:3
H 6.409540 -1.400437 -1.973759 0.00 -0.02 -0.02
H -3.473871 -6.625712 0.949878 0.06 -0.08 0.00
C -3.111143 1.953090 2.104353 -0.04 -0.04 -0.01
C -0.301738 2.675430 6.537343 -0.01 0.01 0.02
N -0.343633 3.602709 2.950733 -0.05 0.05 -0.32
C -4.808002 1.849260 -2.064222 -0.12 0.08 -0.09
C 2.022661 6.211176 0.217686 -0.04 0.00 -0.05
O -2.366964 0.042189 -0.067759 0.28 -0.28 0.32
H -3.379011 -3.353829 2.564430 -0.01 -0.11 -0.02
C -2.582687 2.515979 -2.671895 0.04 0.01 0.02
H -3.328670 -2.489671 4.105748 -0.03 0.01 0.06
C -0.149276 2.574534 5.163485 -0.08 -0.03 0.11
H 1.599310 -3.472432 -1.521815 -0.01 -0.06 -0.02
Cl -6.525619 1.981566 -2.237861 -0.07 0.05 -0.03
H -0.020886 -0.941608 3.681682 0.10 -0.02 -0.02
H 2.797067 -4.773904 -1.421482 0.07 -0.08 -0.03
H 2.619119 1.559637 5.056586 -0.01 0.02 0.00
C 1.307866 -0.186186 1.426161 0.06 -0.08 0.20
C 7.067371 -0.374804 -0.207658 0.07 -0.05 0.00
H -3.572150 -1.598799 2.586798 -0.03 0.08 -0.05
H -1.683302 4.743093 -1.175506 0.00 0.05 0.04
H 2.822364 -3.453700 -0.246404 0.08 0.02 -0.02
Ru -0.228514 0.217829 0.060707 0.43 -0.05 -0.51
C -1.472381 5.947130 4.022746 0.00 0.02 -0.01
C -2.102596 2.488974 1.315601 -0.02 0.05 -0.03
H -0.962201 -3.476527 4.580635 -0.01 -0.02 0.09
C 3.683581 3.964351 -5.269939 -0.01 0.02 -0.08
C 1.230756 -4.886547 0.066159 0.11 -0.11 -0.08
H -1.550773 -0.909103 4.579026 0.01 0.01 0.07
C 2.986918 -1.767823 2.240477 0.01 0.14 0.07
O 0.381175 -3.969468 0.740812 -0.23 -0.10 0.10
H 5.396043 3.128039 -2.474626 0.02 -0.01 0.02
H 4.261972 1.003392 4.757202 0.02 -0.02 0.02
C -2.029096 1.625465 -1.761832 -0.23 -0.13 0.01
O -2.188474 -4.467773 0.532598 0.11 -0.07 0.10
H 3.435896 -2.748771 2.179919 0.06 -0.10 0.00
H -1.426075 -0.121476 2.994442 0.06 -0.13 0.04
H -0.925435 3.910420 8.175485 -0.01 0.00 0.09
C -1.177899 4.882413 6.281196 -0.01 -0.03 -0.02
S 1.064009 -0.851353 -1.439650 -0.27 0.27 0.29
H -3.792833 -2.749363 -0.867686 0.05 0.05 -0.08
C 3.281062 2.863012 -2.746037 -0.05 -0.14 0.07
N -0.795435 1.891222 1.381213 0.28 0.14 0.27
H -0.032025 1.833842 7.158009 0.02 -0.08 0.07
C 0.424120 -5.887736 -0.750601 0.03 0.02 0.05
H -4.105408 -5.555928 -1.992531 -0.06 -0.03 -0.03
H -2.903140 1.066448 2.687713 -0.08 0.07 -0.02
H 1.706140 4.820125 -1.366607 -0.02 -0.01 -0.05
H -1.025655 4.161885 2.459121 -0.04 -0.05 -0.02
H 1.224485 2.682128 -3.340418 -0.12 -0.01 0.05
H -0.078409 -5.390229 -1.576846 -0.07 0.08 -0.10
C 3.332234 5.438353 2.063104 0.03 0.03 0.07
C 3.366200 1.391733 4.276317 -0.05 -0.08 0.05
C -1.039053 4.813578 4.905478 0.12 -0.13 -0.07
O -0.745637 1.507112 -1.561574 0.11 0.07 -0.11
C 2.880887 0.416448 3.233604 -0.12 0.01 -0.04
C -4.274044 0.934633 -1.152413 0.00 -0.11 0.09
H 3.842390 4.392382 -6.251867 0.00 0.01 -0.01
C 2.596713 6.444366 1.456631 0.00 0.06 0.05
H 5.748978 4.102244 -4.706786 0.04 0.01 -0.01
S -1.139147 -2.367581 -1.503932 -0.01 -0.24 -0.23
H 4.364232 -0.077789 -2.206305 -0.04 -0.01 -0.03
C 2.172904 4.978113 -0.400915 0.00 0.06 -0.04
C -4.368847 2.524717 2.109701 -0.06 -0.01 -0.06
H -0.724271 5.012164 0.277321 0.05 0.03 0.04
H -1.168244 -4.396771 3.083690 -0.05 -0.09 -0.06
H 1.082066 -6.654432 -1.157987 0.06 -0.06 -0.04
H -5.155593 2.085877 2.707086 -0.03 -0.01 0.03
N 1.223262 1.991424 2.565806 0.05 0.04 -0.05
C 2.172965 -4.096563 -0.838494 0.03 -0.21 -0.01
O -1.243429 -2.124861 1.519643 0.09 -0.09 -0.31
C 2.215608 3.011953 -3.625911 -0.06 -0.03 -0.06
C 3.472738 -0.828752 3.139267 0.00 -0.03 -0.03
H 2.474476 7.402802 1.944926 0.00 0.02 0.01
C 4.554429 3.250735 -3.146319 0.09 0.06 0.06
C 2.907343 3.954869 0.193815 0.14 -0.02 -0.16
H 3.624428 2.366776 3.865358 0.06 0.15 -0.08
H -4.378759 -5.336474 1.750727 0.01 0.05 0.08
Cl -5.331472 -0.060499 -0.201928 0.09 -0.03 0.07
C -4.627111 3.629276 1.308174 -0.03 -0.06 0.01
C 1.797402 0.711841 2.377509 -0.02 0.04 0.03
C -3.164263 -5.348163 -1.483109 -0.06 0.01 0.02
H 4.310432 -1.065222 3.783935 0.03 -0.01 0.03
C -3.437092 -4.748107 -0.108066 0.01 -0.05 -0.03
Sb 2.812936 2.044061 -0.828888 -0.25 0.19 0.32
Si -1.063084 -3.283159 0.360467 -0.04 0.16 -0.03
H 1.576041 3.680280 -5.556535 -0.04 0.01 -0.03
H 1.560936 -2.206102 0.741582 0.11 0.30 0.20
C 2.010257 -5.605005 1.164793 -0.05 0.05 -0.11
H 0.255471 -3.375123 3.295003 0.10 0.02 0.00
H 3.792223 5.608803 3.029377 0.01 0.00 0.01
H 1.448948 6.988130 -0.270914 -0.03 0.03 -0.02
H -5.249367 -3.729973 -0.671300 -0.04 -0.01 -0.03
C -3.968728 2.642990 -2.819140 -0.04 0.00 -0.05
H 2.735519 -6.294568 0.736062 0.08 -0.07 -0.05
C 5.614324 1.376747 0.571148 -0.02 0.05 0.06
H -2.590935 -4.650819 -2.092657 0.02 0.03 -0.02
H 1.330093 -6.164010 1.805813 -0.07 -0.03 0.04
H 1.741544 2.642818 3.133591 0.00 -0.05 -0.05
H -2.605068 -6.278150 -1.391615 0.06 -0.07 0.02
Cl -1.511094 3.524283 -3.596271 0.07 -0.09 -0.11
C 4.754851 3.800583 -4.403062 0.06 0.00 0.02
H -4.444369 -3.027974 0.733079 -0.04 0.02 0.09
H -3.819676 5.006312 -0.116855 -0.01 0.05 -0.03
C -1.254855 4.251688 -0.303744 0.10 0.06 0.10
C -0.808897 -3.458299 3.501089 -0.03 0.04 0.13
H 4.063450 3.450866 1.932178 0.06 -0.14 0.08
C -2.336290 3.607230 0.514228 -0.06 0.03 0.04
C -0.496690 3.642624 4.346199 -0.01 0.12 0.11
C -2.901393 0.809099 -0.963719 -0.21 0.38 -0.35
C -4.278147 -3.489145 -0.236020 -0.11 0.00 -0.03
C 3.485476 4.211843 1.432620 -0.03 -0.05 0.05
C -1.550980 -2.270457 2.904266 0.04 0.09 0.14
C -3.618569 4.157266 0.524060 0.02 -0.04 -0.02
Cl -4.609150 3.777476 -3.959048 -0.08 0.05 -0.02
C 6.772486 0.622342 0.705491 0.02 0.03 0.05
H -0.528366 3.518886 -0.653061 -0.01 0.04 0.01
H 2.539196 -4.877154 1.778134 0.03 0.05 0.04
H 7.967900 -0.965557 -0.098566 0.01 -0.01 0.00
H -1.848176 6.775949 4.619966 0.00 0.00 0.01
H -0.330042 -6.361054 -0.125949 -0.06 -0.06 0.07
H -2.274542 5.641776 3.344568 -0.04 -0.01 -0.04
H 7.443073 0.815472 1.532899 0.02 0.01 0.03
C -0.010163 2.436200 2.255544 0.14 0.01 -0.04
H -5.618897 4.059950 1.276640 -0.03 0.02 0.00
C 1.932230 -1.443453 1.412676 -0.11 -0.02 -0.08
H -5.051001 -6.123602 0.319284 -0.06 -0.01 -0.03
C 4.734666 1.154789 -0.481099 -0.04 -0.09 -0.08
C -3.055756 -2.438829 3.050562 -0.02 0.06 0.09
H -0.646863 6.315522 3.410845 0.05 0.00 -0.05
H -1.593936 5.782663 6.712573 -0.03 0.07 0.04
H 5.416276 2.139838 1.308210 -0.03 0.08 0.03
C -4.129978 -5.773112 0.784886 -0.01 0.07 -0.09
C -0.806711 3.830645 7.105516 0.02 -0.03 0.02
C 5.041188 0.137865 -1.387092 0.00 -0.03 -0.02
C -1.104668 -0.980323 3.585347 -0.08 -0.01 0.05
H 0.210697 1.652050 4.732666 0.00 -0.04 0.01
C 2.414115 3.568698 -4.881878 -0.01 0.01 -0.06
C 6.196414 -0.617122 -1.258347 -0.04 0.00 -0.04
```
Forces are in eV/Å.

Mulliken population analysis, charges in e, atoms 1 to 4:
1. H 0.417
2. H 0.317
3. C -0.417
4. C -1.452